ORCA calculation (the ωB97M-V functional and the def2-TZVPD basis) on one molecule with the formula C17H17N3O2S.

The electronic energy is -37305.20302 eV. The LUMO energy comes out at 0.590 eV. The strongest force on any atom is 0.01935 Eh/bohr. Its HOMO-LUMO gap is 0.3166 hartree.

Structure (ORCA input):
```
! wB97M-V def2-TZVPD RIJCOSX def2/J DEFGRID3
* xyz 0 1
C -3.79944 -1.73568 0.31090
C -3.03271 -2.34693 -0.57091
C -1.63363 -1.93084 -0.93974
N -1.16051 -0.79214 -0.20257
C -0.51677 -0.85081 1.01137
C -0.20273 -2.13935 1.68404
C -0.23674 0.42435 1.40375
C -0.74388 1.30459 0.40508
C -0.56465 2.73966 0.29510
O -1.31765 3.48847 -0.29180
C 0.70381 3.31354 0.94991
O 1.74815 2.36528 1.10132
C 2.03121 1.64075 0.02273
N 1.59420 2.01890 -1.16656
C 1.80775 1.21831 -2.20044
N 2.38489 0.03910 -2.18130
C 2.85366 -0.33303 -0.99604
S 3.62608 -1.85249 -0.67953
C 3.81972 -1.42236 0.99160
C 3.32235 -0.20691 1.30394
C 2.75477 0.43917 0.17349
C -1.33333 0.50332 -0.56628
C -1.97787 0.90478 -1.83981
H -4.79441 -2.08187 0.52960
H -3.46891 -0.86322 0.85021
H -3.38323 -3.21999 -1.10470
H -1.60171 -1.69922 -2.00979
H -0.95319 -2.77183 -0.76892
H 0.51659 -2.72004 1.10357
H -1.10150 -2.74099 1.81886
H 0.23281 -1.93773 2.65854
H 0.25060 0.71124 2.31401
H 1.03193 4.16109 0.33912
H 0.47601 3.66097 1.96114
H 1.44249 1.56868 -3.15554
H 4.30027 -2.12440 1.64432
H 3.34697 0.23212 2.28377
H -2.99732 0.52291 -1.89397
H -2.00536 1.98896 -1.89224
H -1.41875 0.52362 -2.69625
*
```

In elementary charge units, the Mulliken charges are: atom 1 (C): -0.759, atom 2 (C): -0.119, atom 3 (C): -1.133, atom 4 (N): 0.541, atom 5 (C): 0.395, atom 6 (C): -1.907, atom 7 (C): -0.657, atom 8 (C): 1.208, atom 9 (C): 0.581, atom 10 (O): -0.641, atom 11 (C): -0.717, atom 12 (O): -0.428, atom 13 (C): 0.485, atom 14 (N): -0.404, atom 15 (C): -0.428, atom 16 (N): -0.665, atom 17 (C): 0.342, atom 18 (S): -0.198, atom 19 (C): -0.219, atom 20 (C): -0.963, atom 21 (C): 0.666, atom 22 (C): 0.208, atom 23 (C): -2.073, atom 24 (H): 0.319, atom 25 (H): 0.198, atom 26 (H): 0.377, atom 27 (H): 0.452, atom 28 (H): 0.462, atom 29 (H): 0.314, atom 30 (H): 0.369, atom 31 (H): 0.421, atom 32 (H): 0.568, atom 33 (H): 0.341, atom 34 (H): 0.422, atom 35 (H): 0.476, atom 36 (H): 0.499, atom 37 (H): 0.468, atom 38 (H): 0.389, atom 39 (H): 0.447, atom 40 (H): 0.367

ORCA calculation (the ωB97M-V functional and the def2-TZVPD basis) on one molecule with the formula C17H17NO4.

The electronic energy is -27585.88023 eV. The LUMO energy comes out at 0.639 eV. The strongest force on any atom is 0.01189 Eh/bohr. Its HOMO-LUMO gap is 0.3427 hartree.

Structure (ORCA input):
```
! wB97M-V def2-TZVPD RIJCOSX def2/J DEFGRID3
* xyz 0 1
C -5.68799 -2.04919 0.71898
O -5.06109 -1.48894 -0.40923
C -4.10378 -0.54045 -0.21900
C -3.66713 -0.07997 1.01902
C -2.68172 0.88914 1.08750
C -2.11324 1.42379 -0.06001
C -1.00500 2.43162 0.04402
C 0.31187 1.75232 0.42437
O 0.99586 2.11094 1.35304
N 0.61732 0.71843 -0.40913
C 1.67890 -0.19738 -0.23763
C 1.35190 -1.54535 -0.14898
C 2.33827 -2.49313 0.04423
C 3.65279 -2.08593 0.14105
C 3.99621 -0.74193 -0.00546
C 5.45674 -0.47925 0.08370
O 6.19431 -1.08271 0.82155
O 5.93068 0.43842 -0.77430
C 3.01153 0.23375 -0.20340
C 3.31268 1.68807 -0.35682
C -2.55432 0.95654 -1.29525
C -3.53541 -0.00906 -1.37740
H -6.41268 -2.76206 0.32897
H -6.21046 -1.28845 1.30777
H -4.97163 -2.57574 1.35794
H -4.08462 -0.46661 1.93505
H -2.34681 1.23550 2.05413
H -1.22197 3.17401 0.81271
H -0.86234 2.94478 -0.90936
H -0.14695 0.38075 -0.98103
H 0.31341 -1.83992 -0.21386
H 2.08080 -3.53724 0.13107
H 4.44106 -2.80190 0.31558
H 6.89324 0.51049 -0.67043
H 4.35043 1.86103 -0.61039
H 3.07822 2.20656 0.57329
H 2.68088 2.11585 -1.13417
H -2.13577 1.36296 -2.20607
H -3.88419 -0.36974 -2.33204
*
```

In elementary charge units, the Mulliken charges are: atom 1 (C): -0.841, atom 2 (O): -0.449, atom 3 (C): 0.852, atom 4 (C): -0.462, atom 5 (C): -0.736, atom 6 (C): 0.148, atom 7 (C): -1.295, atom 8 (C): 0.649, atom 9 (O): -0.624, atom 10 (N): 0.037, atom 11 (C): 0.152, atom 12 (C): -0.503, atom 13 (C): -0.814, atom 14 (C): -0.726, atom 15 (C): 0.649, atom 16 (C): 0.361, atom 17 (O): -0.570, atom 18 (O): -0.457, atom 19 (C): 0.632, atom 20 (C): -1.592, atom 21 (C): -0.068, atom 22 (C): -0.683, atom 23 (H): 0.240, atom 24 (H): 0.340, atom 25 (H): 0.339, atom 26 (H): 0.399, atom 27 (H): 0.436, atom 28 (H): 0.332, atom 29 (H): 0.313, atom 30 (H): 0.247, atom 31 (H): 0.520, atom 32 (H): 0.390, atom 33 (H): 0.474, atom 34 (H): 0.325, atom 35 (H): 0.518, atom 36 (H): 0.308, atom 37 (H): 0.329, atom 38 (H): 0.390, atom 39 (H): 0.438

ORCA calculation (the ωB97M-V functional and the def2-TZVPD basis) on one molecule with the formula C17H17NO6 in a non-equilibrium geometry.

The electronic energy is -31675.84829 eV. The LUMO energy comes out at -0.441 eV. The strongest force on any atom is 0.02169 Eh/bohr. Its HOMO-LUMO gap is 0.2949 hartree.

Structure (ORCA input):
```
! wB97M-V def2-TZVPD RIJCOSX def2/J DEFGRID3
* xyz 0 1
C 4.42278 0.63407 -1.69622
O 3.03489 0.74317 -1.90656
C 2.22482 -0.17433 -1.31878
C 2.64066 -1.17016 -0.45949
C 1.72217 -2.06851 0.09729
C 2.19364 -3.10105 1.01703
O 3.33618 -3.24796 1.37887
C 0.37616 -1.96457 -0.22918
C -0.05433 -0.95915 -1.07566
C 0.84486 -0.05425 -1.62453
O 0.52295 0.94934 -2.48306
C -0.78055 1.49090 -2.45096
C -0.97603 2.39355 -1.21901
C -2.39935 2.31648 -0.66467
O -2.69146 1.03778 -0.13510
C -2.14972 0.63642 1.02520
C -1.42221 1.45160 1.89672
C -0.88592 0.94788 3.06511
C -1.04376 -0.38706 3.40747
C -1.75496 -1.21207 2.56512
C -2.30986 -0.71598 1.38952
N -3.01736 -1.64018 0.54863
O -2.79338 -2.82292 0.72879
O -3.78207 -1.21398 -0.28778
H 4.87152 1.42897 -2.28945
H 4.80487 -0.33330 -2.03590
H 4.68275 0.77666 -0.64236
H 3.67658 -1.28722 -0.18342
H 1.38947 -3.76873 1.38438
H -0.33158 -2.67404 0.17276
H -1.10026 -0.89835 -1.33005
H -1.54480 0.70719 -2.46813
H -0.86339 2.06951 -3.37320
H -0.74128 3.42844 -1.46609
H -0.27281 2.06442 -0.44948
H -2.56922 3.09781 0.08458
H -3.12729 2.44555 -1.46935
H -1.27677 2.49464 1.66689
H -0.33442 1.60895 3.71622
H -0.61795 -0.77329 4.31893
H -1.90355 -2.25623 2.79490
*
```

In elementary charge units, the Mulliken charges are: atom 1 (C): -0.961, atom 2 (O): -0.422, atom 3 (C): 0.853, atom 4 (C): -0.240, atom 5 (C): -0.246, atom 6 (C): -0.279, atom 7 (O): -0.528, atom 8 (C): -1.047, atom 9 (C): -0.404, atom 10 (C): 0.670, atom 11 (O): -0.463, atom 12 (C): -0.769, atom 13 (C): -0.162, atom 14 (C): -0.892, atom 15 (O): -0.445, atom 16 (C): 1.282, atom 17 (C): -0.624, atom 18 (C): -0.744, atom 19 (C): -0.680, atom 20 (C): -0.346, atom 21 (C): -0.208, atom 22 (N): 1.149, atom 23 (O): -0.647, atom 24 (O): -0.615, atom 25 (H): 0.233, atom 26 (H): 0.388, atom 27 (H): 0.374, atom 28 (H): 0.567, atom 29 (H): 0.329, atom 30 (H): 0.490, atom 31 (H): 0.454, atom 32 (H): 0.371, atom 33 (H): 0.351, atom 34 (H): 0.469, atom 35 (H): 0.300, atom 36 (H): 0.369, atom 37 (H): 0.440, atom 38 (H): 0.336, atom 39 (H): 0.419, atom 40 (H): 0.416, atom 41 (H): 0.461

ORCA calculation (the ωB97M-V functional and the def2-TZVPD basis) on C17H18AlN2O2Se3 as an isolated structure in a non-equilibrium geometry.

The electronic energy is -227637.60705 eV. The LUMO energy comes out at 2.428 eV. The strongest force on any atom is 0.02041 Eh/bohr. Its HOMO-LUMO gap is 0.2614 hartree.

Structure (ORCA input):
```
! wB97M-V def2-TZVPD RIJCOSX def2/J DEFGRID3
* xyz -1 1
Al -0.45545 -0.17082 0.87089
C 2.25987 2.84386 -0.84176
C 2.39582 3.76030 0.19317
C 1.69262 3.55676 1.36152
C 0.86467 2.43575 1.48784
N 0.75906 1.56048 0.48383
C 1.42755 1.76419 -0.63831
C 0.06157 2.12197 2.66083
C 0.02864 2.94561 3.78654
C -0.76810 2.61693 4.86521
C -1.53623 1.46518 4.81494
C -1.49023 0.65060 3.69771
C -0.69672 0.93554 2.58798
H 2.79072 2.96057 -1.77399
H 3.04341 4.61808 0.07983
H 1.79014 4.25797 2.17413
H 1.28186 1.01992 -1.40527
H 0.62924 3.84432 3.82972
H -0.79115 3.25450 5.74067
H -2.16744 1.19601 5.65227
H -2.10764 -0.23846 3.70564
O -1.95133 -3.03227 -2.35382
C -0.73536 -2.87063 -1.67422
C 0.17418 -1.87185 -2.39199
C 0.54195 -2.43984 -3.79141
O -0.54583 -2.58749 -4.65733
C -0.55703 -0.55235 -2.64061
Se -1.67221 0.24037 -1.18138
C 1.50326 -1.74718 -1.64511
Se 1.53358 -1.54170 0.34804
H -2.60612 -3.35691 -1.70180
H -0.21492 -3.83666 -1.57388
H -0.91229 -2.48778 -0.65949
H 1.03515 -3.41503 -3.64737
H 1.25633 -1.77111 -4.29035
H -1.28920 -2.90172 -4.11165
H -1.29425 -0.70781 -3.43163
H 0.14358 0.21704 -2.97987
H 2.09542 -0.92189 -2.04951
H 2.07454 -2.66919 -1.78329
Se -1.86119 -2.12290 2.04289
C -2.60967 -3.16928 0.81156
N -3.12078 -3.85307 0.02882
*
```

In elementary charge units, the Mulliken charges are: atom 1 (Al): 0.609, atom 2 (C): -1.164, atom 3 (C): -0.349, atom 4 (C): -0.961, atom 5 (C): 1.081, atom 6 (N): 0.327, atom 7 (C): 0.281, atom 8 (C): -0.036, atom 9 (C): -0.905, atom 10 (C): -0.637, atom 11 (C): -0.990, atom 12 (C): -0.121, atom 13 (C): 0.462, atom 14 (H): 0.418, atom 15 (H): 0.415, atom 16 (H): 0.300, atom 17 (H): 0.053, atom 18 (H): 0.289, atom 19 (H): 0.372, atom 20 (H): 0.398, atom 21 (H): 0.224, atom 22 (O): -0.481, atom 23 (C): 0.095, atom 24 (C): 1.852, atom 25 (C): -1.174, atom 26 (O): -0.619, atom 27 (C): -1.495, atom 28 (Se): -0.176, atom 29 (C): -1.866, atom 30 (Se): -0.235, atom 31 (H): 0.435, atom 32 (H): 0.368, atom 33 (H): -0.691, atom 34 (H): 0.403, atom 35 (H): 0.447, atom 36 (H): 0.414, atom 37 (H): 0.472, atom 38 (H): 0.606, atom 39 (H): 0.537, atom 40 (H): 0.528, atom 41 (Se): -0.196, atom 42 (C): 0.489, atom 43 (N): -0.778

ORCA calculation (the ωB97M-V functional and the def2-TZVPD basis) on one molecule with the formula C17H18ClN3O3.

The electronic energy is -41057.63155 eV. The LUMO energy comes out at 0.679 eV. The strongest force on any atom is 0.01281 Eh/bohr. Its HOMO-LUMO gap is 0.3428 hartree.

Structure (ORCA input):
```
! wB97M-V def2-TZVPD RIJCOSX def2/J DEFGRID3
* xyz 0 1
C 3.02892 -0.51345 -4.72249
C 1.94869 -0.03076 -3.80815
C 0.76905 -0.75441 -3.63397
C -0.20385 -0.26669 -2.78240
C 0.02816 0.93987 -2.12290
C -0.93539 1.55006 -1.16755
O -0.57848 2.12261 -0.15414
N -2.23720 1.47584 -1.54863
C -3.29185 1.87826 -0.65227
C -3.78502 0.68754 0.19081
N -2.68676 0.07826 0.89840
C -1.96012 -0.90278 0.34164
O -2.26716 -1.48782 -0.68005
C -0.68676 -1.26582 1.10193
O -0.62663 -0.56888 2.32216
C 0.50595 -0.66215 3.07597
C 1.60059 -1.46384 2.77436
C 2.69594 -1.48957 3.62184
C 2.70055 -0.71845 4.76947
Cl 4.06913 -0.75814 5.82551
C 1.61456 0.08667 5.08112
C 0.52519 0.11214 4.23711
C 1.24960 1.57196 -2.34727
N 2.17281 1.10824 -3.16521
H 3.85925 0.18573 -4.70382
H 3.37801 -1.49632 -4.41045
H 2.65167 -0.59796 -5.74032
H 0.62623 -1.68989 -4.15355
H -1.10179 -0.83947 -2.59642
H -2.48452 0.85783 -2.30574
H -2.86876 2.64428 0.00313
H -4.12024 2.30059 -1.22503
H -4.20904 -0.08003 -0.46236
H -4.54056 1.02007 0.90469
H -2.26061 0.58994 1.65805
H 0.15982 -1.00156 0.45157
H -0.67775 -2.35305 1.25753
H 1.61796 -2.07541 1.88671
H 3.54405 -2.11269 3.38550
H 1.62565 0.68768 5.97640
H -0.32866 0.73185 4.45924
H 1.47943 2.49970 -1.84040
*
```

In elementary charge units, the Mulliken charges are: atom 1 (C): -1.161, atom 2 (C): 0.583, atom 3 (C): -1.086, atom 4 (C): -0.130, atom 5 (C): 0.545, atom 6 (C): 0.401, atom 7 (O): -0.687, atom 8 (N): -0.134, atom 9 (C): -0.725, atom 10 (C): -0.771, atom 11 (N): -0.071, atom 12 (C): 0.135, atom 13 (O): -0.699, atom 14 (C): -0.238, atom 15 (O): -0.242, atom 16 (C): 0.384, atom 17 (C): -0.169, atom 18 (C): -0.768, atom 19 (C): 0.275, atom 20 (Cl): -0.222, atom 21 (C): -0.565, atom 22 (C): -0.389, atom 23 (C): -0.356, atom 24 (N): -0.575, atom 25 (H): 0.335, atom 26 (H): 0.307, atom 27 (H): 0.307, atom 28 (H): 0.396, atom 29 (H): 0.451, atom 30 (H): 0.282, atom 31 (H): 0.355, atom 32 (H): 0.394, atom 33 (H): 0.376, atom 34 (H): 0.364, atom 35 (H): 0.247, atom 36 (H): 0.422, atom 37 (H): 0.447, atom 38 (H): 0.379, atom 39 (H): 0.390, atom 40 (H): 0.398, atom 41 (H): 0.378, atom 42 (H): 0.438